[1]
C9H28AsCsF6N4O5 as an isolated structure, computed with ωB97M-V/def2-TZVPD.

Total charge: 0

Element x y z (Å)
Cs (-21.15, -16.85, 7.43)
As (-21.56, -15.93, 3.04)
F (-23.01, -14.97, 2.95)
F (-20.74, -14.61, 3.85)
F (-20.13, -16.90, 3.15)
F (-22.37, -17.27, 2.22)
F (-21.09, -15.37, 1.42)
F (-22.05, -16.68, 4.59)
C (-25.34, -17.93, 3.30)
O (-24.52, -18.67, 2.41)
H (-25.63, -16.93, 2.95)
H (-26.25, -18.50, 3.48)
H (-24.90, -17.87, 4.30)
H (-23.68, -18.18, 2.28)
C (-17.54, -12.92, 4.32)
O (-16.53, -12.28, 4.64)
N (-18.56, -13.15, 5.19)
N (-17.68, -13.52, 3.10)
H (-18.65, -12.62, 6.04)
H (-19.35, -13.43, 4.63)
H (-18.49, -14.04, 2.82)
H (-16.90, -13.41, 2.48)
C (-22.37, -20.06, 5.73)
O (-22.77, -19.26, 6.60)
N (-21.90, -21.30, 5.98)
N (-22.35, -19.65, 4.45)
H (-21.87, -21.56, 6.94)
H (-21.77, -21.97, 5.24)
H (-22.78, -18.75, 4.29)
H (-22.18, -20.11, 3.57)
C (-19.02, -15.24, -0.52)
C (-18.33, -16.53, -0.91)
C (-17.65, -16.40, -2.29)
O (-17.25, -16.73, 0.04)
H (-20.06, -15.24, -0.84)
H (-18.63, -14.36, -1.05)
H (-18.93, -15.01, 0.54)
H (-18.97, -17.41, -0.79)
H (-17.03, -17.29, -2.45)
H (-17.01, -15.52, -2.22)
H (-18.37, -16.36, -3.10)
H (-17.05, -15.85, 0.37)
C (-23.88, -13.96, 5.98)
C (-24.46, -13.97, 7.40)
C (-25.95, -14.32, 7.33)
O (-23.78, -14.97, 8.16)
H (-23.76, -14.96, 5.56)
H (-22.96, -13.39, 5.81)
H (-24.58, -13.45, 5.31)
H (-24.32, -13.00, 7.86)
H (-26.34, -14.31, 8.35)
H (-26.20, -15.27, 6.85)
H (-26.56, -13.60, 6.78)
H (-23.84, -14.73, 9.09)

Atom charges from the Mulliken analysis, given in e for atoms 1 to 5:
1. Cs 1.047
2. As 2.045
3. F -0.450
4. F -0.513
5. F -0.466


[2]
C9H28GaNO8P as an isolated structure, computed with ωB97M-V/def2-TZVPD.

Total charge: -1

Element x y z (Å)
O (0.99, -1.51, -0.32)
C (0.71, -0.18, -0.21)
N (0.39, 1.17, -0.39)
Ga (-0.65, 1.28, -2.07)
P (-2.68, 0.11, -1.68)
O (-2.52, -0.94, -0.51)
O (-3.21, -0.61, -3.19)
O (-3.83, 1.31, -1.15)
H (0.22, 0.39, -3.13)
H (-0.89, 2.78, -2.55)
H (-2.35, -1.00, -3.58)
H (-3.59, 1.57, -0.19)
C (3.99, -0.93, 2.27)
C (4.88, -1.23, 1.08)
O (4.82, -2.61, 0.76)
H (4.31, -1.52, 3.14)
H (4.03, 0.13, 2.53)
H (2.96, -1.20, 2.06)
H (5.92, -0.97, 1.30)
H (4.56, -0.65, 0.20)
H (3.89, -2.82, 0.56)
C (-2.31, -1.91, 3.48)
C (-1.90, -3.33, 3.15)
O (-2.87, -3.93, 2.30)
H (-3.29, -1.90, 3.97)
H (-1.57, -1.44, 4.13)
H (-2.41, -1.32, 2.56)
H (-1.83, -3.93, 4.06)
H (-0.93, -3.36, 2.64)
H (-2.92, -3.40, 1.49)
C (-8.01, 1.77, -2.35)
C (-6.93, 2.59, -1.68)
O (-6.55, 1.99, -0.46)
H (-8.89, 1.69, -1.70)
H (-8.32, 2.23, -3.30)
H (-7.66, 0.76, -2.55)
H (-7.29, 3.60, -1.47)
H (-6.05, 2.68, -2.33)
H (-6.22, 1.10, -0.66)
C (7.45, 0.67, -0.67)
C (6.52, 1.86, -0.72)
O (7.17, 3.01, -0.23)
H (7.78, 0.49, 0.36)
H (6.96, -0.23, -1.04)
H (8.35, 0.85, -1.26)
H (5.63, 1.68, -0.11)
H (6.19, 2.05, -1.75)
H (7.96, 3.17, -0.78)

Atom charges from the Mulliken analysis, given in e for atoms 1 to 5:
1. O -0.564
2. C 0.558
3. N -0.453
4. Ga 0.456
5. P 0.569


[3]
C9H29O10Tl as an isolated structure, computed with ωB97M-V/def2-TZVPD.

Total charge: +2

Element x y z (Å)
Tl (-1.94, -1.87, 2.15)
O (-1.15, 0.00, 0.15)
H (-1.05, -0.74, -0.48)
C (3.33, 0.13, -0.68)
O (2.03, -0.15, -1.13)
H (3.26, 0.37, 0.39)
H (3.99, -0.72, -0.87)
H (3.82, 1.03, -1.05)
H (1.41, 0.35, -0.59)
C (0.48, -3.07, -0.44)
C (1.08, -3.93, 0.76)
O (0.34, -3.68, 1.86)
O (-0.94, -3.30, -0.64)
H (1.03, -3.20, -1.38)
H (0.69, -2.02, -0.26)
H (2.10, -3.60, 0.99)
H (1.12, -5.01, 0.62)
H (0.90, -3.75, 2.64)
H (-1.02, -4.25, -0.76)
C (-0.07, 1.64, 3.73)
C (1.06, 0.67, 3.44)
O (0.79, -0.11, 2.28)
O (-1.32, 1.03, 3.90)
H (-0.14, 2.27, 2.84)
H (0.08, 2.33, 4.56)
H (1.39, 0.00, 4.24)
H (1.99, 1.23, 3.28)
H (0.79, 0.45, 1.50)
H (-1.82, 1.60, 4.49)
C (-1.31, -0.61, -2.83)
C (-1.34, -0.55, -4.35)
O (-2.65, -0.47, -4.86)
O (-2.10, 0.38, -2.18)
H (-0.33, -0.38, -2.42)
H (-1.53, -1.62, -2.50)
H (-0.77, -1.37, -4.78)
H (-0.88, 0.40, -4.63)
H (-3.24, -0.34, -4.11)
H (-1.84, 0.40, -1.26)
C (0.01, 3.18, -0.86)
C (-1.04, 3.73, 0.15)
O (-2.20, 2.88, 0.37)
O (0.57, 2.02, -0.21)
H (0.95, 3.70, -1.04)
H (-0.45, 2.88, -1.80)
H (-1.54, 4.66, -0.13)
H (-0.50, 3.94, 1.07)
H (-1.97, 2.08, 0.85)
H (-0.10, 1.35, -0.03)

Atom charges from the Mulliken analysis, given in e for atoms 1 to 5:
1. Tl 0.934
2. O -0.849
3. H 0.095
4. C -0.590
5. O -0.376


[4]
C9H31FN11O6V as an isolated structure, computed with ωB97M-V/def2-TZVPD.

Expectation value of S²: 3.7598
Total charge: +3
2S+1: 4

Element x y z (Å)
V (-0.66, -30.19, 8.90)
F (-2.10, -30.43, 7.44)
C (-2.74, -26.49, 10.43)
C (-2.24, -27.97, 10.35)
C (-3.41, -28.95, 10.08)
O (-2.88, -30.28, 10.08)
C (-3.69, -31.12, 10.87)
N (-1.30, -28.11, 9.22)
H (-1.89, -25.81, 10.41)
H (-3.26, -26.20, 11.35)
H (-3.23, -26.21, 9.50)
H (-1.83, -28.27, 11.32)
H (-3.91, -28.77, 9.13)
H (-4.15, -28.74, 10.86)
H (-3.52, -32.18, 10.67)
H (-4.76, -30.95, 10.78)
H (-3.33, -30.97, 11.89)
H (-0.51, -27.49, 9.38)
H (-1.74, -27.67, 8.42)
C (2.19, -29.17, 10.19)
O (1.13, -29.23, 9.58)
N (2.99, -28.11, 10.23)
N (2.79, -30.09, 10.85)
H (3.87, -28.25, 10.71)
H (2.63, -27.21, 9.94)
H (2.26, -30.94, 10.91)
H (3.76, -30.01, 11.14)
C (1.65, -31.98, 7.36)
O (0.81, -31.45, 8.00)
N (2.91, -31.88, 7.66)
N (1.37, -32.67, 6.30)
H (3.17, -31.58, 8.59)
H (3.49, -32.40, 7.02)
H (0.44, -32.58, 5.91)
H (2.16, -33.06, 5.81)
C (-1.22, -33.55, 9.55)
O (-1.04, -32.34, 9.37)
N (-0.54, -34.48, 10.17)
N (-2.32, -34.10, 9.12)
H (0.31, -34.26, 10.67)
H (-0.91, -35.41, 10.31)
H (-2.64, -35.03, 9.38)
H (-2.93, -33.51, 8.58)
C (-0.59, -30.86, 12.22)
O (-0.56, -30.49, 11.05)
N (-0.16, -31.99, 12.67)
N (-0.99, -30.23, 13.29)
H (-0.17, -32.20, 13.65)
H (0.34, -32.57, 12.01)
H (-1.06, -30.79, 14.13)
H (-1.20, -29.25, 13.29)
C (0.96, -28.50, 6.09)
O (0.23, -28.88, 6.98)
N (1.88, -27.62, 6.32)
N (0.96, -28.85, 4.86)
H (1.75, -27.11, 7.18)
H (2.38, -27.30, 5.51)
H (0.06, -29.23, 4.59)
H (1.68, -28.59, 4.20)

Atom charges from the Mulliken analysis, given in e for atoms 1 to 5:
1. V 1.528
2. F -0.511
3. C -1.462
4. C 0.353
5. C -0.672


[5]
A 8-piece molecular cluster, C9H32F6O7P overall, computed with ωB97M-V/def2-TZVPD.

Total charge: -1

Element x y z (Å)
P (0.51, -0.90, -0.42)
F (1.34, -2.23, 0.04)
F (1.51, -0.45, -1.61)
F (-0.34, -1.70, -1.61)
F (-0.38, 0.45, -0.46)
F (-0.56, -1.33, 0.75)
F (1.30, -0.05, 0.72)
C (0.03, 0.86, 3.31)
O (1.37, 0.77, 3.26)
H (-0.35, 1.21, 2.35)
H (-0.38, -0.10, 3.61)
H (-0.33, 1.55, 4.08)
H (1.48, 0.48, 2.35)
C (0.29, -4.82, -2.66)
O (0.47, -6.22, -2.81)
H (1.28, -4.49, -2.33)
H (0.02, -4.35, -3.61)
H (-0.53, -4.53, -2.00)
H (1.37, -6.34, -3.15)
C (1.89, -5.20, 1.11)
O (3.16, -5.28, 1.78)
H (1.31, -6.12, 1.20)
H (1.29, -4.41, 1.57)
H (1.90, -4.90, 0.06)
H (2.94, -5.28, 2.72)
C (1.22, 3.69, -0.51)
C (1.23, 3.32, -2.00)
C (2.53, 2.68, -2.54)
O (0.13, 2.46, -2.31)
H (0.47, 4.41, -0.19)
H (2.18, 4.11, -0.22)
H (1.18, 2.85, 0.19)
H (1.07, 4.30, -2.46)
H (2.66, 1.62, -2.34)
H (3.37, 3.28, -2.20)
H (2.49, 2.80, -3.63)
H (0.13, 1.73, -1.68)
C (-3.81, 2.32, -0.18)
C (-3.00, 3.50, 0.38)
C (-3.91, 4.52, 1.09)
O (-2.04, 3.06, 1.32)
H (-3.32, 1.64, -0.89)
H (-4.70, 2.66, -0.71)
H (-4.24, 1.76, 0.65)
H (-2.48, 3.95, -0.46)
H (-3.26, 5.31, 1.48)
H (-4.48, 4.17, 1.94)
H (-4.56, 5.09, 0.43)
H (-1.70, 2.20, 1.05)
O (-2.97, -2.16, 0.33)
H (-2.52, -2.53, -0.43)
H (-2.38, -1.48, 0.66)
O (3.68, -2.43, 1.52)
H (3.66, -3.20, 2.09)
H (2.76, -2.23, 1.37)

Atom charges from the Mulliken analysis, given in e for atoms 1 to 5:
1. P 1.380
2. F -0.343
3. F -0.370
4. F -0.360
5. F -0.442


| no. | DFT total energy (eV) | M (g mol⁻¹) |
| --- | --- | --- |
| 1 | -103682.7461 | 594.161 |
| 2 | -89322.6178 | 379.019 |
| 3 | -34946.0487 | 501.704 |
| 4 | -66894.3183 | 459.360 |
| 5 | -49785.1131 | 397.310 |